The following is a quantum chemistry calculation of a 2-piece molecular cluster, C2H2ClNO3 overall at a distorted geometry, from the Open Molecules 2025 dataset.

Its HOMO-LUMO gap is 7.73 eV. The LUMO energy is 5.72 eV. The calculation puts the max |F| at 6.4 eV/Å.

Geometry as ORCA input:
```
! wB97M-V def2-TZVPD RIJCOSX def2/J DEFGRID3
* xyz -2 1
C 1.4669 -1.3002 0.0267
C 1.7563 0.2536 -0.1871
N 0.6093 1.0219 -0.0120
O 0.3722 -1.5623 0.5199
O 0.4344 2.2852 -0.0065
O 2.3841 -2.0843 -0.2031
Cl -9.4481 0.5023 -0.0392
H 2.7071 0.6100 -0.0528
H -0.2823 0.2737 -0.0459
*
```


The following is a quantum chemistry calculation of a 2-piece molecular cluster, C2H2ClO2P overall at a distorted geometry, from the Open Molecules 2025 dataset.

Its HOMO-LUMO gap (alpha / beta) is 7.77 / 7.83 eV. The LUMO energy (alpha / beta) is -0.71 / -0.85 eV. The calculation puts the max |F| at 4.2 eV/Å.

Geometry as ORCA input:
```
! wB97M-V def2-TZVPD RIJCOSX def2/J DEFGRID3
* xyz 0 1
C -0.2677 -0.5571 0.8110
C 2.0263 -0.1548 -0.4022
O -0.8577 0.4753 1.0186
O -2.5432 1.3718 -0.9453
P -2.5509 0.4716 0.1661
Cl -1.2266 -1.6142 -0.2352
H 2.9442 -0.8068 0.0587
H 2.4756 0.8142 -0.4716
*
```


The following is a quantum chemistry calculation of C2H2CrO2P as an isolated structure at a distorted geometry, from the Open Molecules 2025 dataset.

Its HOMO-LUMO gap (alpha / beta) is 7.10 / 7.93 eV. The LUMO energy (alpha / beta) is -6.52 / -5.81 eV. The calculation puts the max |F| at 4.9 eV/Å.

Geometry as ORCA input:
```
! wB97M-V def2-TZVPD RIJCOSX def2/J DEFGRID3
* xyz 1 5
P 1.3318 1.6559 -0.4058
O 0.4341 1.0172 -1.5265
C -0.0199 -1.1870 0.3077
H 0.7394 -1.6051 0.9869
H -0.6885 -1.9925 -0.0065
C -0.5348 0.0655 0.5867
O 0.5664 0.9305 0.8681
Cr -1.8284 1.1156 -0.8107
*
```


The following is a quantum chemistry calculation of an isolated molecule of C2H2F2IN at a distorted geometry, from the Open Molecules 2025 dataset.

Its HOMO-LUMO gap is 9.71 eV. Its structure (SMILES) is [H]/N=C/C(F)(F)I. The LUMO energy is -0.15 eV. The calculation puts the max |F| at 3.3 eV/Å.

Geometry as ORCA input:
```
! wB97M-V def2-TZVPD RIJCOSX def2/J DEFGRID3
* xyz 0 1
H -2.3603 0.6970 -0.0181
N -1.3227 0.8228 0.1481
C -0.6184 -0.2300 0.0024
C 0.8911 -0.1813 0.1142
F 1.4174 -1.3345 -0.3186
F 1.4062 0.0120 1.3480
I 1.7326 1.4700 -0.9269
H -1.1460 -1.2560 -0.3491
*
```


The following is a quantum chemistry calculation of a 3-piece molecular cluster, C2H2F2O3 overall at a distorted geometry, from the Open Molecules 2025 dataset.

Its HOMO-LUMO gap is 11.33 eV. The LUMO energy is 0.51 eV. The calculation puts the max |F| at 1.9 eV/Å.

Geometry as ORCA input:
```
! wB97M-V def2-TZVPD RIJCOSX def2/J DEFGRID3
* xyz 0 1
C -1.3811 -0.4390 1.6696
C -4.1497 -1.8685 -0.0862
O 0.2310 -0.1189 -0.6122
O -4.4130 -1.2889 -1.0347
O -3.8804 -2.4565 0.8566
F -2.3406 0.3414 1.2588
F -0.5679 0.3364 2.3382
H 1.0008 -0.5893 -0.2870
H 0.4584 0.8120 -0.6646
*
```


The following is a quantum chemistry calculation of a 2-piece molecular cluster, C2H2F2S2 overall at a distorted geometry, from the Open Molecules 2025 dataset.

Its HOMO-LUMO gap (alpha / beta) is 9.62 / 5.56 eV. The LUMO energy (alpha / beta) is -0.53 / -2.58 eV. The calculation puts the max |F| at 2.2 eV/Å.

Geometry as ORCA input:
```
! wB97M-V def2-TZVPD RIJCOSX def2/J DEFGRID3
* xyz 0 1
C 1.6483 0.8212 -0.8439
C 1.8525 -0.1009 0.2660
F 1.9592 0.8514 -2.1321
F 2.8153 -1.0308 0.3533
S -1.7522 0.6091 0.2609
S 2.1132 1.7763 0.4612
H 0.8893 -0.2740 0.6626
H -0.7520 0.1196 1.0455
*
```


The following is a quantum chemistry calculation of an isolated molecule of C2H2F2Si at a distorted geometry, from the Open Molecules 2025 dataset.

Its HOMO-LUMO gap is 10.54 eV. Its structure (SMILES) is F[Si]1(F)C=C1. The LUMO energy is -0.13 eV. The calculation puts the max |F| at 4.9 eV/Å.

Geometry as ORCA input:
```
! wB97M-V def2-TZVPD RIJCOSX def2/J DEFGRID3
* xyz 0 1
F 2.1840 1.4185 0.0546
Si 0.8319 -0.1472 -0.0505
F 1.9484 -1.2715 -0.1205
C -0.8404 -0.0216 0.6948
C -0.8945 -0.0348 -0.6636
H -1.5596 0.0440 1.4917
H -1.6699 0.0125 -1.4065
*
```


The following is a quantum chemistry calculation of an isolated molecule of C2H2F3IS at a distorted geometry, from the Open Molecules 2025 dataset.

Its HOMO-LUMO gap is 6.66 eV. The LUMO energy is -2.21 eV. The calculation puts the max |F| at 1.6 eV/Å.

Geometry as ORCA input:
```
! wB97M-V def2-TZVPD RIJCOSX def2/J DEFGRID3
* xyz 0 1
C -2.1140 -0.6840 0.4385
C 1.4626 0.6650 -0.3312
F 0.1815 0.8939 -0.7954
F 2.2167 1.1238 -1.3328
F 1.6233 1.5287 0.6793
S 1.8304 -0.9781 0.1557
I -0.7996 -2.0216 -0.0946
H -2.2649 -0.6605 1.5411
H -2.1361 0.1328 -0.2607
*
```


The following is a quantum chemistry calculation of an isolated molecule of C2H2F3NO at a distorted geometry, from the Open Molecules 2025 dataset.

Its HOMO-LUMO gap (alpha / beta) is 8.79 / 8.79 eV. Its structure (SMILES) is O=N[C@@H](F)C(F)F. The LUMO energy (alpha / beta) is -0.86 / -0.86 eV. The calculation puts the max |F| at 4.0 eV/Å.

Geometry as ORCA input:
```
! wB97M-V def2-TZVPD RIJCOSX def2/J DEFGRID3
* xyz 0 1
O 2.1216 0.6447 0.7990
N 1.6267 -0.3505 0.3681
C 0.4947 -0.3271 -0.5453
F 0.2994 -1.5702 -0.9367
C -1.0284 0.3309 0.3124
F -1.2938 -0.6822 1.1532
F -2.0831 0.4862 -0.5274
H 0.7670 0.1705 -1.5142
H -0.9041 1.2977 0.8910
*
```


The following is a quantum chemistry calculation of a 2-piece molecular cluster, C2H2F3NO overall at a distorted geometry, from the Open Molecules 2025 dataset.

Its HOMO-LUMO gap is 10.32 eV. Its structure (SMILES) is C#[N+][O-].FC(F)F. The LUMO energy is 0.21 eV. The calculation puts the max |F| at 9.2 eV/Å.

Geometry as ORCA input:
```
! wB97M-V def2-TZVPD RIJCOSX def2/J DEFGRID3
* xyz 0 1
C -2.0641 -1.4817 -0.4748
N -0.9274 -1.7775 -0.4871
O 0.2277 -1.4428 -0.6663
H -3.0287 -1.8089 -0.6672
F 0.0416 0.7721 1.1468
C 1.2218 1.3912 0.3373
F 2.2240 0.7287 1.0042
F 1.1548 2.5913 0.4636
H 1.1504 1.0276 -0.6564
*
```


Number 1: electronic energy -22261.073 eV. Number 2: electronic energy -28005.726 eV. Number 3: electronic energy -43900.809 eV. Number 4: electronic energy -17130.861 eV. Number 5: electronic energy -13682.331 eV. Number 6: electronic energy -29206.888 eV. Number 7: electronic energy -15418.547 eV. Number 8: electronic energy -29191.629 eV. Number 9: electronic energy -13792.480 eV. Number 10: electronic energy -13792.054 eV.